ORCA calculation (ωB97M-V with the def2-TZVPD basis set) on C12H26N8O3 in the gas phase.

LUMO energy   0.37 eV
E_HOMO   -0.316 Eh
SMILES string   [H]/N=C(/N)NCCC[C@H](NC(=O)[C@@H](N)CCCN/C(N)=N/[H])C(=O)O
Energy relative to the best compared isomer or geometry (same formula, charge and spin)   46.9 kcal/mol
E   -1136.63711 hartree

Geometry as ORCA input:
```
! wB97M-V def2-TZVPD RIJCOSX def2/J DEFGRID3
* xyz 0 1
H 2.41 4.05 1.41
N 3.41 3.82 1.43
C 3.57 2.61 0.95
N 4.83 2.00 0.97
N 2.61 1.85 0.34
C 1.20 2.11 0.27
C 0.41 1.84 1.52
C 0.77 0.59 2.30
C 0.25 -0.71 1.61
N 0.17 -0.69 0.15
C 1.11 -1.38 -0.55
O 2.10 -1.93 -0.05
C 1.05 -1.50 -2.09
N 0.89 -2.89 -2.53
C -0.04 -0.76 -2.83
C -1.51 -1.22 -2.57
C -2.59 -0.22 -3.07
N -3.78 -0.18 -2.16
C -3.55 0.15 -0.92
N -4.41 -0.04 0.20
N -2.37 0.67 -0.65
H -2.40 1.07 0.33
C -1.05 -1.22 2.29
O -2.18 -1.08 1.87
O -0.68 -1.67 3.53
H 5.51 2.69 1.41
H 5.23 1.61 0.13
H 2.87 0.93 0.33
H 0.71 1.60 -0.60
H 1.17 3.17 0.02
H -0.63 1.75 1.26
H 0.49 2.73 2.17
H 0.35 0.81 3.28
H 1.83 0.52 2.49
H 0.93 -1.48 1.93
H -0.61 -0.19 -0.30
H 1.98 -1.19 -2.47
H 1.83 -3.28 -2.59
H 0.40 -3.42 -1.84
H 0.15 0.37 -2.69
H 0.29 -0.84 -3.81
H -1.66 -1.35 -1.48
H -1.70 -2.16 -3.13
H -2.15 0.72 -3.09
H -2.91 -0.51 -4.10
H -4.45 -0.92 -2.36
H -5.10 -0.79 0.12
H -4.07 0.11 1.17
H -1.53 -1.94 3.99
*
```